1.
Molecular formula: C40H60O17S
Method: DFT, ωB97M-V with the def2-TZVPD basis set

As for the largest force on an atom: 5.92 eV Å⁻¹. The value obtained for the HOMO-LUMO gap is 9.1 eV. The total energy comes out at -88093.001 eV. Its LUMO energy is -0.06 eV. Its HOMO energy is -0.3354 hartree.

```
118
Properties=species:S:1:pos:R:3:lowdin_charge:R:1
S 0.48 -1.46 0.91 0.87
O 5.36 2.66 0.50 0.01
O -5.51 3.40 4.42 0.09
O -2.59 -5.76 7.87 0.06
O -4.81 1.02 -1.36 0.10
O 4.84 -0.62 -3.91 0.13
O 5.41 1.06 2.02 0.08
O -0.74 5.79 -2.35 0.14
O -0.72 -6.29 6.97 0.07
O -4.71 4.89 2.86 0.01
O 5.21 0.60 -5.69 0.03
O -4.73 2.16 -3.23 0.01
O 0.84 -1.23 9.58 0.09
O -0.03 -0.58 2.06 -0.61
O 2.94 -5.42 -0.50 0.11
O -0.53 6.49 -4.47 0.01
O 0.65 0.23 7.91 0.03
O 4.50 -5.84 -2.03 0.06
C -3.57 4.98 1.98 -0.13
C -1.67 -5.49 7.03 -0.52
C -1.06 -2.45 0.58 -0.27
C -6.39 -4.56 -6.04 -0.10
C 1.43 0.94 6.95 -0.14
C -4.83 -6.10 -5.05 -0.07
C 4.07 -5.28 -0.90 -0.49
C 5.17 -4.50 -0.30 -0.09
C 7.26 1.47 -5.00 -0.16
C -6.63 3.50 -3.10 -0.16
C -3.62 -4.73 7.89 -0.12
C -3.59 2.76 3.05 -0.08
C 3.77 2.93 2.22 -0.06
C -6.32 -3.76 -4.87 -0.10
C -5.54 2.99 -4.08 -0.15
C -1.96 -4.28 6.17 -0.07
C -5.71 -5.73 -6.09 -0.11
C -6.86 2.23 -2.24 -0.06
C -0.48 5.53 -3.47 -0.48
C 0.55 4.54 -5.40 -0.14
C 0.16 -0.56 -0.70 -0.26
C 5.62 -0.05 -4.60 -0.53
C 4.87 2.10 1.63 -0.47
C 4.79 3.93 0.28 -0.16
C -4.77 3.66 3.48 -0.44
C 2.77 0.25 7.11 -0.17
C -4.73 -5.28 -3.92 -0.09
C -2.97 -3.63 7.07 -0.17
C -5.42 1.68 -2.18 -0.47
C 1.38 -0.48 8.77 -0.48
C 7.07 0.14 -4.35 -0.10
C -5.50 -4.13 -3.85 -0.12
C 6.25 1.48 -6.14 -0.15
C 3.41 3.84 1.00 -0.12
C 5.85 -5.58 -2.22 -0.20
C 2.85 -0.27 8.54 -0.07
C -0.16 5.89 -5.71 -0.17
C 6.33 -5.16 -0.91 -0.19
C -2.68 3.81 2.50 -0.17
C -0.11 4.18 -4.04 -0.07
H -5.98 2.39 -4.88 0.12
H 6.61 -6.05 -0.35 0.13
H -4.30 -7.04 -5.17 0.10
H 1.40 2.00 7.17 0.12
H 3.58 -1.06 8.66 0.13
H -3.80 -4.36 8.90 0.12
H -1.08 -3.69 5.93 0.13
H 0.31 3.81 -6.17 0.11
H -4.58 -5.12 7.54 0.12
H -7.53 1.69 -2.90 0.12
H -7.56 3.82 -3.56 0.11
H 3.02 2.19 2.51 0.13
H 2.68 3.27 0.42 0.11
H 0.64 3.60 -3.49 0.12
H 7.65 -0.67 -4.80 0.13
H 4.72 4.14 -0.78 0.13
H -1.28 -3.08 1.45 0.04
H -1.09 -3.12 -0.28 0.05
H 3.17 0.54 9.21 0.13
H 0.11 -1.37 -1.42 0.04
H -3.20 2.25 3.93 0.13
H 2.91 -0.61 6.45 0.12
H -3.93 4.75 0.98 0.12
H 5.38 4.66 0.84 0.12
H 0.43 6.52 -6.37 0.12
H -3.91 2.00 2.34 0.13
H 0.99 0.13 -0.90 0.03
H -1.92 -1.81 0.39 0.05
H -6.97 -4.18 -6.87 0.10
H 5.84 2.47 -6.33 0.13
H -2.42 -3.03 7.78 0.12
H 5.96 -4.91 -3.07 0.13
H 7.23 -4.55 -0.83 0.13
H -5.08 3.82 -4.61 0.12
H 5.07 -4.61 0.78 0.14
H 6.82 2.10 -4.23 0.12
H -5.78 -6.30 -7.00 0.10
H 2.88 4.77 1.23 0.11
H -2.93 5.86 2.03 0.12
H 7.30 0.07 -3.29 0.13
H -6.85 -2.83 -4.95 0.10
H 1.60 4.74 -5.20 0.11
H -7.21 2.38 -1.22 0.12
H 0.97 0.83 5.96 0.13
H 6.39 -6.48 -2.53 0.13
H -4.13 -5.61 -3.08 0.10
H -3.70 -3.03 6.53 0.12
H -0.77 0.00 -0.73 0.05
H -2.08 3.46 1.65 0.11
H -0.92 3.49 -4.25 0.12
H 5.12 -3.43 -0.48 0.14
H 3.60 0.86 6.74 0.11
H -2.04 4.23 3.27 0.12
H -1.12 5.67 -6.19 0.12
H 8.27 1.79 -5.28 0.12
H -6.32 4.38 -2.52 0.11
H 4.18 3.49 3.06 0.13
H 6.64 1.01 -7.04 0.13
H -5.46 -3.52 -2.96 0.10
H -2.45 -4.64 5.26 0.13
```



2.
Molecular formula: C40H61F3N16O4P
Method: DFT, ωB97M-V with the def2-TZVPD basis set

As for the largest force on an atom: 12.87 eV Å⁻¹. The value obtained for the HOMO-LUMO gap is 5.0 eV. The total energy comes out at -91911.997 eV. As for the charge: +1. Its LUMO energy is -5.19 eV. Its HOMO energy is -0.3734 hartree.

```
125
Properties=species:S:1:pos:R:3:lowdin_charge:R:1
P -1.92 -2.49 1.02 0.86
F -2.49 3.33 -1.80 -0.10
F 1.61 -1.42 -5.22 0.00
F 3.57 -2.86 -1.94 0.01
O -2.05 -1.64 2.38 -0.46
O 2.73 -1.24 -0.37 0.03
O 1.32 -3.41 -3.88 0.08
O -0.05 1.21 -3.64 -0.14
N -0.26 -1.71 -0.91 0.12
N 1.99 5.77 4.67 0.01
N -1.95 1.32 -6.32 0.15
N -2.25 -5.64 -1.21 0.12
N 5.79 3.89 -3.45 0.14
N -4.97 4.28 0.92 0.12
N 1.10 -2.50 6.43 0.12
N -3.40 -5.18 6.37 0.11
N -3.77 1.06 1.06 0.00
N 1.60 -1.21 -2.63 0.09
N -1.46 -1.39 -0.37 -0.21
N -5.16 -0.79 -3.95 0.13
N -0.41 -7.07 3.41 0.11
N 0.68 3.20 8.73 0.12
N 2.53 6.34 0.34 0.11
N 2.34 -4.72 1.93 0.15
C 1.33 -5.19 -0.46 -0.07
C 2.37 3.54 -1.95 -0.15
C 2.31 2.82 0.68 -0.12
C 1.97 -2.37 3.95 -0.08
C -1.84 -6.66 -1.60 -0.26
C 2.41 6.35 1.50 -0.25
C -2.48 -0.33 -0.64 0.02
C 2.25 6.37 2.96 -0.23
C 0.25 2.58 -3.20 -0.15
C -5.09 4.29 2.07 -0.26
C -1.02 -0.99 -7.18 -0.04
C 0.26 -0.87 -2.01 -0.04
C -3.15 1.99 -3.97 -0.08
C 2.60 -1.75 -1.62 -0.14
C 1.89 -4.93 0.88 -0.23
C 1.48 -2.07 -3.87 -0.13
C 2.14 4.44 6.94 -0.08
C 6.18 3.95 -4.55 -0.25
C -5.25 4.30 3.54 -0.07
C -1.79 -4.02 4.63 -0.09
C -0.34 -7.66 4.41 -0.25
C -1.32 -7.95 -2.08 -0.06
C 2.76 1.99 -4.21 -0.08
C 1.80 3.07 -3.43 -0.28
C -0.62 0.40 -2.52 0.06
C -2.10 0.75 -1.86 0.11
C -0.26 -8.40 5.68 -0.07
C -5.12 -0.67 -5.10 -0.27
C 4.06 1.70 -0.96 -0.11
C 2.06 5.18 5.67 -0.08
C -1.54 0.30 -6.70 -0.23
C -0.14 0.70 8.55 -0.06
C -2.69 -4.67 5.60 -0.26
C 6.67 4.02 -5.94 -0.07
C -5.07 -0.52 -6.57 -0.06
C 1.48 -2.44 5.33 -0.26
C -3.93 -0.11 0.11 -0.21
C -3.04 2.01 -2.31 -0.20
C 2.52 2.28 -0.88 -0.36
C 0.32 2.09 8.65 -0.20
H -0.89 -3.63 5.11 0.05
H 0.12 -7.78 6.49 0.09
H -2.28 -3.18 4.13 0.04
H 1.69 1.46 -1.06 0.10
H 1.74 4.06 -4.09 0.15
H 2.81 3.57 6.86 0.09
H 4.25 1.06 0.03 0.08
H -1.47 -4.72 3.85 0.04
H -4.15 -0.02 -6.89 0.05
H -1.03 0.61 7.92 0.09
H 2.52 5.06 7.76 0.09
H -0.49 -8.31 -1.45 0.08
H 1.55 4.28 -1.49 0.11
H 2.05 -4.97 -1.25 0.07
H 2.07 5.36 3.36 0.04
H 2.41 1.96 -5.35 0.10
H 6.40 3.12 -6.51 0.08
H -1.24 -8.78 5.99 0.09
H 1.41 6.99 3.27 0.11
H -5.10 -1.49 -7.08 0.09
H -0.19 -1.35 -6.55 0.06
H -4.30 2.04 -4.26 0.10
H -2.92 1.58 0.68 0.08
H 3.22 3.56 0.87 0.09
H 0.43 -4.59 -0.65 0.03
H 0.41 -9.27 5.60 0.08
H -5.43 3.29 3.93 0.08
H -4.15 1.97 -1.92 0.15
H -0.46 3.30 -3.81 0.14
H -0.95 -3.58 1.17 0.04
H -0.63 -0.91 -8.20 0.09
H -2.09 -8.73 -2.08 0.09
H 4.86 2.56 -1.01 0.09
H 1.55 -1.51 3.41 0.08
H -4.69 0.23 -0.73 0.13
H 1.71 -3.27 3.38 0.01
H -2.51 2.85 -4.44 0.08
H -2.80 0.90 -4.29 0.05
H 6.24 4.88 -6.47 0.08
H -6.09 4.93 3.85 0.09
H -1.79 -1.76 -7.18 0.08
H 2.69 0.94 -3.70 0.05
H -4.35 4.69 4.04 0.09
H 1.04 -6.24 -0.57 0.07
H 3.37 4.11 -2.15 0.11
H -4.57 1.71 0.81 0.06
H -0.93 -7.87 -3.10 0.09
H -4.39 -1.08 0.59 0.11
H -0.38 0.28 9.53 0.09
H -0.03 2.63 -2.04 0.13
H -3.21 -3.09 0.66 0.05
H 3.15 6.75 3.46 0.11
H 4.10 0.98 -1.90 0.06
H 7.75 4.12 -5.98 0.09
H -5.91 0.08 -6.94 0.09
H 1.31 3.43 0.81 0.08
H 2.41 1.89 1.38 0.07
H 0.63 0.05 8.11 0.07
H 3.86 2.41 -4.14 0.06
H 3.06 -2.27 3.91 0.09
H 1.16 4.06 7.25 0.01
```



3.
Molecular formula: C40H61N5O7SbV
Method: DFT, ωB97M-V with the def2-TZVPD basis set

As for the largest force on an atom: 2.95 eV Å⁻¹. The value obtained for the HOMO-LUMO gap (alpha / beta) is 5.5 / 5.7 eV. The total energy comes out at -96470.527 eV. The energy above the lowest of the compared OMol25 structures with the same formula, charge and spin is 0.0 kcal/mol. As for the charge: +1. Its LUMO energy (alpha / beta) is -3.73 / -3.51 eV. Its expectation value of S² is 0.762. The spin multiplicity is 2. Its HOMO energy (alpha / beta) is -0.3388 / -0.3389 hartree.

```
115
Properties=species:S:1:pos:R:3:lowdin_charge:R:1
Sb -2.53 -1.71 1.55 1.64
V 1.07 0.58 -1.04 1.02
O 1.89 1.69 -0.03 -0.21
O -0.36 0.01 -1.71 -0.17
O 0.84 5.69 4.64 0.09
O -0.79 1.26 0.67 0.00
O 2.94 6.04 4.30 0.10
O -2.47 -0.63 -1.24 0.07
O -1.33 2.52 -2.04 -0.02
N 1.88 5.50 4.05 -0.35
N 2.20 -2.66 1.44 0.11
N 1.50 2.02 -2.63 0.01
N 1.33 -0.86 0.56 0.01
N 2.27 3.17 -2.27 -0.02
C -5.23 -1.35 0.05 -0.12
C 3.05 4.22 2.28 0.04
C 0.70 3.89 2.61 0.06
C -3.63 1.73 -2.11 0.01
C 2.23 -0.70 -2.17 -0.16
C -2.22 -3.73 -0.66 -0.15
C 1.57 -2.15 0.38 -0.16
C -0.60 2.26 1.34 -0.16
C 5.39 -1.20 -0.21 -0.07
C 0.69 2.92 1.61 -0.10
C 4.29 2.83 -3.59 -0.03
C 2.28 3.88 -4.68 -0.04
C 2.39 -1.66 2.37 -0.05
C 3.95 -2.49 -2.24 -0.17
C 3.47 -1.26 -1.71 -0.19
C 3.23 -3.11 -3.29 -0.03
C 1.87 2.61 0.93 -0.29
C 1.87 4.51 2.95 -0.12
C -2.19 1.43 -2.43 -0.51
C -4.72 -1.15 1.47 -0.68
C 3.04 3.28 1.27 0.03
C -2.06 -1.69 3.77 -0.70
C 4.26 -0.63 -0.70 -0.05
C -5.61 -1.93 2.43 -0.11
C 3.08 3.74 -3.38 -0.63
C 5.82 -2.46 -0.70 -0.07
C -2.46 -3.85 0.84 -0.70
C -0.93 -2.67 4.06 -0.14
C 2.12 -2.51 -3.81 -0.06
C -4.70 0.34 1.83 -0.14
C 3.53 5.11 -2.90 -0.04
C 1.62 -1.31 -3.24 -0.10
C -3.25 -2.00 4.68 -0.12
C 5.13 -3.07 -1.71 -0.03
C -1.57 -0.26 4.02 -0.15
C 1.84 -0.55 1.82 -0.10
C -1.72 0.15 -1.71 -0.44
C -3.76 -4.59 1.14 -0.12
C -1.29 -4.58 1.49 -0.13
C -1.99 1.22 -3.93 0.01
H 2.87 4.43 -5.42 0.09
H -0.21 4.14 3.15 0.14
H -1.04 -5.48 0.90 0.09
H -3.68 -5.63 0.80 0.09
H -2.12 -4.73 -1.10 0.09
H 3.94 3.04 0.72 0.13
H -1.33 -0.12 5.08 0.09
H 3.95 4.74 2.56 0.13
H -3.97 -4.61 2.21 0.07
H -1.31 -3.17 -0.87 0.05
H 1.64 3.87 -1.90 0.12
H 2.08 1.47 -3.25 0.08
H -5.46 -1.65 3.47 0.05
H -4.28 0.94 -2.48 0.10
H -3.05 -3.21 -1.16 0.06
H -4.61 -0.86 -0.69 0.04
H -1.30 -3.69 4.12 0.07
H -3.75 -2.93 4.39 0.07
H -6.67 -1.72 2.19 0.09
H 6.71 -2.92 -0.29 0.11
H -1.46 2.73 1.83 0.14
H 0.72 -0.90 -3.67 0.09
H 4.01 1.82 -3.89 0.08
H -4.61 -4.14 0.63 0.06
H 3.93 0.34 -0.33 0.09
H -5.30 -2.41 -0.21 0.06
H 1.32 -2.72 -0.49 0.15
H 2.04 2.90 -5.13 0.08
H 3.57 -4.07 -3.68 0.12
H 4.93 3.24 -4.37 0.09
H -3.78 1.81 -1.03 0.09
H -5.70 0.77 1.71 0.09
H -2.67 0.44 -4.29 0.11
H 2.68 5.79 -2.81 0.09
H 5.48 -4.01 -2.12 0.12
H -3.92 2.67 -2.58 0.10
H -4.00 0.89 1.18 0.05
H -2.90 -2.12 5.72 0.09
H -3.98 -1.19 4.67 0.06
H 2.87 -1.81 3.32 0.13
H 4.87 2.77 -2.66 0.09
H -6.25 -0.93 -0.03 0.09
H 1.35 4.43 -4.52 0.09
H 4.03 5.04 -1.93 0.09
H -4.39 0.49 2.87 0.06
H 1.58 -2.96 -4.64 0.11
H 1.78 0.44 2.24 0.11
H -2.22 2.15 -4.45 0.10
H -2.33 0.48 3.75 0.06
H 4.23 5.55 -3.62 0.09
H -0.39 -3.96 1.54 0.04
H 2.51 -3.61 1.54 0.17
H -5.47 -3.01 2.34 0.05
H -1.54 -4.91 2.50 0.07
H -1.71 2.91 -1.25 0.10
H -0.47 -2.43 5.03 0.09
H -0.14 -2.63 3.30 0.04
H 5.98 -0.70 0.55 0.11
H 0.65 2.28 -3.12 0.09
H -0.97 0.92 -4.16 0.08
H -0.66 -0.05 3.43 0.05
```



4.
Molecular formula: C40H62AsBClN8SV
Method: DFT, ωB97M-V with the def2-TZVPD basis set

As for the largest force on an atom: 1.23 eV Å⁻¹. The value obtained for the HOMO-LUMO gap (alpha / beta) is 6.5 / 7.5 eV. The total energy comes out at -164972.835 eV. The energy above the lowest of the compared OMol25 structures with the same formula, charge and spin is 14.2 kcal/mol. As for the charge: -1. Its LUMO energy (alpha / beta) is 2.53 / 2.53 eV. Its expectation value of S² is 3.762. The spin multiplicity is 4. Its HOMO energy (alpha / beta) is -0.1474 / -0.1817 hartree.

```
115
Properties=species:S:1:pos:R:3:lowdin_charge:R:1
As 0.96 -3.96 0.70 0.79
V -0.84 -0.72 0.80 0.47
Cl -1.92 -2.28 3.64 0.40
S 1.30 -1.93 1.09 0.31
N -1.70 2.29 0.30 0.00
N 0.40 -1.32 -1.82 0.03
N -2.32 1.08 0.50 0.10
N 0.67 2.28 -0.64 0.04
N 0.25 2.18 1.98 0.02
N 1.38 1.45 2.23 0.13
N -1.65 -2.37 -0.11 -0.08
N -0.02 2.07 -1.80 0.14
C 1.61 1.58 3.54 -0.27
C -1.57 -2.59 -1.47 -0.38
C 1.36 2.15 -5.22 -0.05
C -0.55 -2.02 -2.29 -0.15
C 2.63 -1.95 -2.43 -0.22
C 0.62 -4.81 -1.01 -0.20
C -0.95 1.55 -4.39 -0.05
C -2.55 3.18 -0.24 -0.29
C -1.30 -0.74 2.85 -0.71
C 2.36 0.38 5.58 -0.05
C 3.46 -1.81 -1.32 -0.08
C -0.21 3.92 -4.41 -0.05
C -4.71 0.24 0.20 -0.53
C 0.62 2.38 4.14 0.01
C 2.83 -3.04 -3.27 -0.07
C -4.72 -0.59 -1.08 -0.03
C 4.46 -2.73 -1.06 -0.11
C -0.21 -4.92 1.90 -0.25
C 3.83 -3.97 -3.01 -0.10
C -0.22 2.74 3.12 -0.29
C 1.51 -0.98 -2.68 -0.18
C -2.60 -3.24 0.33 -0.23
C 2.87 3.18 0.14 -0.03
C -4.54 -0.62 1.45 -0.05
C 3.57 -0.01 3.44 -0.07
C -3.11 -4.02 -0.70 -0.11
C -3.76 2.55 -0.39 0.01
C -6.05 0.98 0.31 -0.07
C 2.04 2.80 -2.29 0.00
C 0.26 2.47 -4.21 -0.55
C 2.82 1.02 4.27 -0.55
C -2.45 -3.60 -1.86 -0.11
C -2.20 4.57 -0.64 -0.03
C 3.77 2.20 4.58 -0.05
C -3.59 1.26 0.10 -0.23
C 0.79 2.37 -2.79 -0.30
C -1.43 3.61 3.14 -0.01
C 1.91 2.74 -0.92 -0.28
C 4.64 -3.82 -1.89 -0.11
C 2.67 -4.78 1.16 -0.27
B -0.22 2.68 0.59 -0.53
H 1.79 1.17 -5.05 0.07
H -6.84 0.26 0.52 0.08
H 2.62 -5.86 1.09 0.03
H -4.66 2.99 -0.80 0.10
H 3.44 -4.40 0.50 0.00
H 5.42 -4.55 -1.69 0.10
H -1.24 4.56 2.65 0.07
H -0.61 -2.27 -3.37 0.13
H -0.97 4.17 -3.67 0.07
H -1.72 1.80 -3.66 0.08
H 0.95 2.18 -6.24 0.08
H 1.23 -1.01 -3.74 0.10
H -2.01 5.20 0.23 0.07
H 3.74 0.35 2.42 0.07
H 2.16 2.89 -5.16 0.07
H -6.02 1.71 1.13 0.09
H -1.30 4.59 -1.25 0.06
H 3.96 -4.82 -3.67 0.10
H -0.64 4.05 -5.41 0.08
H -4.78 -0.04 2.34 0.09
H 3.07 2.38 0.84 0.05
H 4.12 2.66 3.65 0.08
H -0.38 -0.55 3.41 -0.05
H 4.54 -0.23 3.91 0.08
H 1.83 0.03 -2.43 0.10
H 2.91 -4.48 2.18 0.03
H 2.91 3.11 -2.84 0.10
H -0.22 -4.41 2.86 0.00
H -5.20 -1.49 1.41 0.09
H -3.52 -0.97 1.55 0.01
H -1.37 1.66 -5.39 0.08
H -5.00 0.03 -1.93 0.08
H 1.59 -0.37 5.39 0.09
H -0.45 -4.77 -1.22 0.02
H 0.53 2.66 5.18 0.10
H -0.69 0.50 -4.23 0.07
H -6.30 1.51 -0.61 0.07
H 2.42 4.00 0.71 0.08
H -2.88 -3.26 1.37 0.06
H 5.09 -2.60 -0.19 0.11
H -1.22 -4.95 1.50 0.01
H 3.80 3.53 -0.31 0.07
H 0.62 4.62 -4.30 0.08
H -0.20 3.89 0.66 0.12
H -1.73 3.80 4.18 0.08
H 3.25 2.96 5.16 0.08
H 3.30 -0.97 -0.65 0.09
H 3.21 -0.11 6.08 0.08
H -3.73 -1.00 -1.28 0.06
H -5.42 -1.43 -1.00 0.08
H -2.02 0.02 3.16 -0.03
H -3.02 5.00 -1.21 0.08
H 1.18 -4.31 -1.80 0.02
H -2.26 3.13 2.62 0.08
H -2.56 -3.97 -2.87 0.10
H 4.63 1.85 5.14 0.08
H 3.00 -0.93 3.36 0.05
H 1.96 1.13 6.26 0.07
H 2.20 -3.17 -4.14 0.11
H -3.86 -4.79 -0.62 0.08
H 0.95 -5.84 -0.90 0.04
H 0.19 -5.93 2.00 0.03
```